Entry 1:
Entry from OMol25: C11H28IrN6O as an isolated structure at a distorted geometry (ωB97M-V/def2-TZVPD).

```
47
Properties=species:S:1:pos:R:3
Ir 0.14 0.00 -0.29
C -1.79 -1.03 1.80
C -1.57 -2.25 0.92
N -0.68 -1.93 -0.27
C 0.45 -2.90 -0.48
C 1.64 -2.43 0.32
N 1.97 -1.08 -0.25
C 3.13 -0.37 0.40
C 2.71 0.25 1.73
C 2.07 1.63 1.58
N 1.09 1.74 0.42
C 0.03 2.78 0.63
C -1.17 2.11 1.26
N -1.59 0.99 0.34
C -2.55 0.04 0.99
H -0.83 -0.63 2.15
H -2.34 -1.31 2.69
H -2.52 -2.59 0.53
H -1.13 -3.10 1.45
H -1.26 -2.03 -1.10
H 0.69 -2.89 -1.54
H 0.13 -3.92 -0.23
H 2.49 -3.11 0.21
H 1.43 -2.33 1.38
H 2.23 -1.24 -1.22
H 3.50 0.39 -0.29
H 3.93 -1.10 0.52
H 3.60 0.38 2.35
H 2.06 -0.43 2.29
H 2.83 2.39 1.41
H 1.52 1.91 2.48
H 1.63 2.06 -0.38
H -0.25 3.18 -0.35
H 0.41 3.62 1.21
H -1.99 2.81 1.38
H -0.95 1.68 2.24
H -2.08 1.41 -0.44
H -3.11 -0.44 0.19
H -3.27 0.61 1.58
N -0.66 1.82 -3.72
C -1.08 0.71 -3.11
N -2.27 0.19 -3.40
O -0.29 0.14 -2.26
H -1.18 2.25 -4.47
H 0.27 2.16 -3.54
H -2.87 0.59 -4.10
H -2.53 -0.70 -3.02
```

Computed properties:
- orbital gap (alpha / beta) (hartree) = 0.28501 / 0.28468
- ΔE to the lowest compared entry with this formula, charge and spin (kcal per mole) = 25.0
- charge = +3

Entry 2:
Entry from OMol25: one molecule with the formula C7H8 at a distorted geometry (ωB97M-V/def2-TZVPD).

```
15
Properties=species:S:1:pos:R:3
C 0.60 -0.06 1.01
C 1.62 0.36 -0.20
C -0.10 -1.36 0.73
C 0.36 0.28 -1.07
C 2.86 0.57 -0.36
C -0.57 -0.05 0.16
C -1.95 0.47 0.34
H 0.21 -2.08 -0.04
H -0.81 -1.62 1.53
H 0.20 1.20 -1.64
H 0.58 -0.50 -1.69
H 3.76 0.94 -0.02
H -2.33 -0.07 1.18
H -2.58 0.38 -0.51
H -1.86 1.55 0.58
```

Computed properties:
- orbital gap (alpha / beta) (hartree) = 0.28088 / 0.29210
- ΔE to the lowest compared entry with this formula, charge and spin (kcal per mole) = 171.5
- charge = 0

Entry 3:
Entry from OMol25: C19H28N2O4S as an isolated structure at a distorted geometry (ωB97M-V/def2-TZVPD).

```
54
Properties=species:S:1:pos:R:3
C -3.57 -3.54 1.05
H -3.04 -4.45 0.50
H -4.55 -3.52 0.93
H -3.21 -3.50 1.97
O -3.28 -2.56 0.07
C -2.06 -2.19 0.02
C -1.85 -1.17 -0.73
C -0.49 -0.64 -1.33
C 0.57 -1.30 -0.74
C 0.42 -2.43 0.22
C -0.98 -2.57 0.55
H -1.17 -3.50 1.10
H 1.23 -3.09 0.56
N 1.92 -0.81 -0.95
C 3.10 -1.36 -0.65
O 3.17 -2.24 0.43
C 4.31 -0.75 -1.09
C 4.38 0.76 -0.44
C 4.91 0.84 0.89
H 4.53 1.73 1.56
H 4.24 -0.07 1.39
C 6.21 0.62 1.11
H 6.56 -0.41 1.13
H 6.73 1.11 1.96
C 6.83 1.22 -0.65
H 7.37 0.27 -0.99
H 7.59 1.65 -0.29
C 5.63 1.74 -1.17
H 5.38 2.61 -0.82
H 5.69 1.40 -2.14
H 3.49 1.47 -0.70
H 4.10 -0.53 -2.34
H 5.21 -1.12 -0.93
H 1.90 -0.29 -1.70
H -0.37 0.08 -1.90
S -3.06 0.05 -1.67
O -2.44 0.76 -2.80
O -4.07 -1.05 -1.96
N -3.85 0.82 -0.54
C -4.94 0.33 0.40
C -5.70 1.22 0.93
C -5.13 2.46 1.73
C -4.00 2.88 0.59
C -3.06 1.64 0.11
H -2.40 2.19 -0.74
H -2.30 1.29 0.92
H -4.28 3.29 -0.26
H -3.16 3.52 1.12
H -5.62 3.29 1.69
H -4.66 2.04 2.44
H -6.26 1.77 -0.14
H -6.51 0.92 1.39
H -5.15 -0.50 -0.38
H -4.29 -0.36 1.28
```

Computed properties:
- orbital gap (hartree) = 0.33095
- ΔE to the lowest compared entry with this formula, charge and spin (kcal per mole) = 488.1
- charge = 0

Entry 4:
Entry from OMol25: C43H50BrN8OS2Sn as an isolated structure at a distorted geometry (ωB97M-V/def2-TZVPD).

```
106
Properties=species:S:1:pos:R:3
Sn 0.93 0.55 -0.81
N 3.82 5.03 -0.50
C 2.94 4.27 -1.27
S 1.42 4.95 -1.62
N 3.37 3.07 -1.54
N 2.93 2.17 -2.39
C 2.59 2.48 -3.60
C 2.37 1.42 -4.57
C 1.89 1.72 -5.85
C 1.76 0.72 -6.79
C 2.11 -0.58 -6.44
C 2.57 -0.79 -5.14
N 2.69 0.16 -4.23
H 3.37 5.65 0.15
H 4.58 4.48 -0.11
H 2.53 3.51 -3.94
H 1.63 2.75 -6.09
H 1.40 0.93 -7.79
H 2.04 -1.40 -7.14
H 2.84 -1.79 -4.82
C -4.21 -4.54 -0.72
C -3.31 -3.92 -1.80
C -3.50 -4.68 -3.11
C -3.74 -2.46 -2.00
C -1.85 -4.02 -1.37
C -1.36 -5.22 -0.82
C -0.07 -5.34 -0.34
C 0.75 -4.22 -0.36
S 2.34 -3.99 0.29
C 2.25 -2.29 -0.16
N 1.18 -1.96 -0.80
C 0.29 -3.01 -0.92
C -0.99 -2.95 -1.47
C 3.24 -1.33 0.28
C 4.51 -1.74 0.69
C 5.41 -0.81 1.17
C 5.02 0.53 1.24
C 3.77 0.93 0.80
C 2.82 0.02 0.33
H -5.26 -4.34 -0.93
H -3.98 -4.14 0.26
H -4.09 -5.62 -0.68
H -4.54 -4.63 -3.44
H -3.23 -5.73 -3.00
H -2.87 -4.26 -3.90
H -4.82 -2.40 -2.13
H -3.28 -2.03 -2.89
H -3.47 -1.84 -1.15
H -2.01 -6.09 -0.75
H 0.28 -6.27 0.09
H -1.28 -2.03 -1.94
H 4.78 -2.78 0.60
H 6.40 -1.11 1.49
H 5.72 1.27 1.62
H 3.51 1.98 0.82
Br -2.24 2.75 -3.76
C -1.84 0.96 -4.26
C -2.59 0.34 -5.24
C -2.26 -0.97 -5.56
C -1.19 -1.57 -4.91
C -0.50 -0.84 -3.96
N -0.83 0.41 -3.63
H -3.41 0.85 -5.72
H -2.82 -1.50 -6.32
H -0.90 -2.59 -5.14
H 0.35 -1.23 -3.42
C -0.33 0.88 7.26
C 0.61 2.06 6.99
N 0.27 2.75 5.75
C -0.23 4.10 5.88
C -1.66 4.14 6.43
C 0.64 2.12 4.59
O 1.29 1.08 4.64
C 0.22 2.66 3.26
C -0.92 3.40 2.97
C -1.22 3.70 1.65
C -0.42 3.18 0.64
N 0.62 2.40 0.90
C 0.95 2.18 2.16
H -0.03 0.37 8.17
H -0.28 0.18 6.43
H -1.36 1.22 7.37
H 1.63 1.67 6.90
H 0.57 2.78 7.80
H -0.18 4.60 4.92
H 0.42 4.65 6.57
H -2.31 3.50 5.83
H -2.05 5.16 6.41
H -1.69 3.77 7.46
H -1.62 3.69 3.74
H -2.09 4.28 1.40
H -0.65 3.34 -0.40
H 1.80 1.54 2.34
C -0.21 -1.45 2.34
C -1.18 -0.37 1.88
C -2.62 -0.81 2.16
C -1.02 -0.07 0.39
H -0.44 -1.78 3.36
H 0.82 -1.07 2.33
H -0.26 -2.32 1.68
H -0.99 0.54 2.46
H -2.83 -1.76 1.65
H -3.34 -0.07 1.80
H -2.79 -0.96 3.23
H -1.72 0.74 0.13
H -1.36 -0.95 -0.15
```

Computed properties:
- orbital gap (hartree) = 0.20467
- ΔE to the lowest compared entry with this formula, charge and spin (kcal per mole) = 34.0
- charge = -1

Entry 5:
Entry from OMol25: a 4-piece molecular cluster, C5H16O3 overall at a distorted geometry (ωB97M-V/def2-TZVPD).

```
24
Properties=species:S:1:pos:R:3
C -2.42 0.55 -1.43
C -1.71 -0.65 -0.70
C -0.52 -0.26 0.09
C -0.71 0.40 1.22
C 0.41 1.12 1.94
H -2.25 0.61 -2.51
H -2.02 1.42 -0.91
H -3.50 0.56 -1.36
H -1.63 -1.44 -1.45
H -2.56 -1.03 -0.10
H 0.43 -0.55 -0.35
H -1.62 0.39 1.81
H 0.81 0.47 2.73
H -0.02 1.98 2.48
H 1.12 1.46 1.19
H 1.75 0.39 -3.41
H 2.92 -0.07 -2.77
O 2.28 0.66 -2.62
H 2.21 3.27 0.92
H 3.40 4.00 1.53
O 2.48 4.06 1.38
H -1.60 -5.69 0.40
H -0.52 -4.90 1.09
O -0.65 -5.68 0.53
```

Computed properties:
- orbital gap (hartree) = 0.35348
- ΔE to the lowest compared entry with this formula, charge and spin (kcal per mole) = 34.2
- charge = 0

Entry 6:
Entry from OMol25: a 2-piece molecular cluster, C4H4BrClN2 overall at a distorted geometry (ωB97M-V/def2-TZVPD).

```
12
Properties=species:S:1:pos:R:3
C -1.02 0.40 1.32
C 2.28 0.22 -1.31
C -0.62 1.39 0.52
C -0.64 -1.52 0.06
N -0.58 -0.96 1.16
N 1.76 -0.57 -0.67
Cl -0.12 -3.14 0.00
Br -1.49 -0.77 -1.53
H -1.49 0.45 2.25
H 2.90 0.89 -1.85
H -0.15 1.09 -0.53
H -0.84 2.51 0.58
```

Computed properties:
- orbital gap (hartree) = 0.35880
- ΔE to the lowest compared entry with this formula, charge and spin (kcal per mole) = 46.8
- charge = 0

Entry 7:
Entry from OMol25: C36H45N6PRh as an isolated structure at a distorted geometry (ωB97M-V/def2-TZVPD).

```
89
Properties=species:S:1:pos:R:3
Rh 0.07 -1.47 -0.67
C -4.33 -2.51 -0.78
C -2.97 -2.53 -1.22
N -1.94 -2.32 -0.34
C -2.26 -2.16 0.98
C -3.55 -2.30 1.32
N -4.60 -2.44 0.53
C -1.21 -2.14 2.05
C -1.33 -2.44 3.39
C -0.15 -2.69 4.11
C 1.09 -2.62 3.47
C 1.07 -2.22 2.15
N -0.04 -1.92 1.52
C 2.27 -2.07 1.29
C 3.55 -2.13 1.77
N 4.67 -2.20 0.99
C 4.50 -2.00 -0.31
C 3.17 -1.91 -0.85
N 2.14 -1.97 -0.04
C -0.22 -2.89 5.69
C -1.30 -3.49 6.33
C -1.26 -3.55 7.79
N -0.35 -2.95 8.51
C 0.70 -2.50 7.87
C 0.79 -2.42 6.44
H -5.15 -2.60 -1.52
H -2.62 -2.68 -2.23
H -3.82 -2.29 2.37
H -2.29 -2.45 3.89
H 1.96 -3.01 3.91
H 3.77 -2.27 2.81
H 5.32 -1.95 -1.05
H 2.99 -1.84 -1.87
H -2.17 -3.81 5.78
H -2.13 -3.99 8.33
H 1.41 -2.01 8.51
H 1.68 -2.01 6.06
C -3.76 2.41 -2.07
C -3.43 1.14 -2.98
C -1.93 0.80 -2.98
C -1.19 1.51 -1.83
C -2.04 1.41 -0.57
C -3.37 2.17 -0.64
P 0.44 0.78 -1.43
C 1.51 1.77 -0.27
C 1.61 3.38 -0.44
C 0.51 4.07 0.36
C 0.67 3.85 1.88
C 1.48 2.59 2.14
C 1.23 1.43 1.20
C 1.36 0.71 -3.08
C 1.51 2.09 -3.80
C 1.68 1.95 -5.36
C 2.55 0.76 -5.64
C 1.85 -0.59 -5.24
C 0.80 -0.31 -4.11
H -4.77 2.60 -2.36
H -3.16 3.25 -2.47
H -3.81 1.34 -3.96
H -3.98 0.25 -2.67
H -1.37 1.01 -3.91
H -1.83 -0.28 -2.73
H -1.09 2.58 -2.08
H -1.50 1.74 0.30
H -2.33 0.36 -0.41
H -3.19 3.13 -0.14
H -4.16 1.66 -0.05
H 2.49 1.31 -0.51
H 1.56 3.71 -1.47
H 2.64 3.62 -0.07
H -0.42 3.64 -0.04
H 0.42 5.15 0.21
H -0.32 3.76 2.33
H 1.16 4.74 2.22
H 1.44 2.28 3.15
H 2.51 2.94 2.00
H 0.16 1.26 1.32
H 1.72 0.50 1.52
H 2.31 0.23 -2.72
H 2.40 2.70 -3.48
H 0.65 2.77 -3.58
H 2.03 2.92 -5.74
H 0.74 1.74 -5.83
H 3.51 0.83 -5.20
H 2.78 0.69 -6.73
H 2.65 -1.33 -4.88
H 1.30 -1.05 -6.08
H 0.64 -1.29 -3.56
H -0.11 0.03 -4.50
```

Computed properties:
- orbital gap (alpha / beta) (hartree) = 0.25396 / 0.13047
- multiplicity = 5
- charge = +3

Entry 8:
Entry from OMol25: a 2-piece molecular cluster, C6H5N2P overall at a distorted geometry (ωB97M-V/def2-TZVPD).

```
14
Properties=species:S:1:pos:R:3
C -1.79 -1.97 1.04
C 1.23 0.63 0.80
C 1.60 1.28 -0.35
C -0.01 0.06 0.84
C 0.69 1.37 -1.43
C -0.80 0.06 -0.28
N -1.46 -2.59 1.94
N -0.49 0.83 -1.40
P -2.37 -0.88 -0.14
H 1.88 0.43 1.65
H 2.56 1.64 -0.52
H -0.18 -0.60 1.65
H 1.06 1.99 -2.31
H -1.92 -2.26 -1.48
```

Computed properties:
- orbital gap (hartree) = 0.32112
- ΔE to the lowest compared entry with this formula, charge and spin (kcal per mole) = 25.5
- charge = 0

Entry 9:
Entry from OMol25: one molecule with the formula C5H6O2 at a distorted geometry (ωB97M-V/def2-TZVPD).

```
13
Properties=species:S:1:pos:R:3
C -1.79 -0.23 -0.27
C -0.45 0.03 0.44
O 0.31 -1.16 0.38
C 1.61 -0.88 0.08
O 2.44 -1.74 -0.07
C 1.75 0.60 -0.10
C 0.50 1.10 -0.03
H -2.27 -1.06 0.26
H -2.48 0.62 -0.21
H -1.67 -0.54 -1.31
H -0.68 0.29 1.48
H 2.73 0.99 -0.35
H 0.00 2.00 -0.31
```

Computed properties:
- orbital gap (hartree) = 0.39893
- ΔE to the lowest compared entry with this formula, charge and spin (kcal per mole) = 7.3
- charge = 0

Entry 10:
Entry from OMol25: C6H5O5 as an isolated structure at a distorted geometry (ωB97M-V/def2-TZVPD).

```
16
Properties=species:S:1:pos:R:3
C -1.36 1.79 0.96
C -1.19 0.55 0.17
C -2.33 -0.19 0.23
C 0.13 0.16 -0.21
C -2.78 1.71 1.38
C 1.34 -1.47 -1.47
O -2.55 2.73 0.51
O -2.68 -1.27 -0.15
O 1.16 0.81 0.06
O -3.31 0.48 0.98
O 0.07 -0.96 -1.05
H -0.52 2.29 1.35
H -3.25 2.27 2.61
H 1.27 -1.70 -2.66
H 1.62 -2.30 -0.87
H 2.09 -0.65 -1.38
```

Computed properties:
- orbital gap (hartree) = 0.27814
- ΔE to the lowest compared entry with this formula, charge and spin (kcal per mole) = 27.5
- charge = -1

Entry 11:
Entry from OMol25: a 2-piece molecular cluster, C4H9NO overall at a distorted geometry (ωB97M-V/def2-TZVPD).

```
15
Properties=species:S:1:pos:R:3
C 2.82 3.05 2.43
C 2.33 3.51 3.57
N 2.52 4.77 4.19
H 3.14 3.75 1.67
H 2.94 1.99 2.31
H 1.78 2.84 4.20
H 2.29 5.54 3.59
H 2.10 4.77 5.11
C -2.84 -4.35 -2.86
C -3.21 -4.21 -4.13
O -2.50 -4.77 -5.16
H -3.41 -4.37 -1.95
H -1.80 -4.68 -2.83
H -4.12 -3.71 -4.43
H -2.04 -4.13 -5.71
```

Computed properties:
- orbital gap (hartree) = 0.34732
- ΔE to the lowest compared entry with this formula, charge and spin (kcal per mole) = 75.9
- charge = 0